Here is a cluster of 2 separate species, C3H7NO2S2 in total from OMol25. Energies are from ωB97M-V/def2-TZVPD.

Last column: Mulliken charge in e.
Geometry (Å):
C 0.093 -0.970 -0.564  -0.2613
S -0.897 -2.160 -1.257  0.1054
H -2.673 -1.695 -2.771  0.3346
C -1.846 -1.104 -2.391  -0.8578
O 1.645 -0.582 0.993  -0.6557
H -1.201 -0.796 -3.210  0.3081
N 0.928 -1.410 0.417  0.9224
H 2.012 2.854 1.888  0.2586
C 1.166 2.249 2.215  -0.3491
H 0.025 0.084 -0.786  0.3863
H 1.057 2.302 3.297  0.2638
S -0.316 2.876 1.453  -0.1498
H 1.322 1.210 1.901  0.0235
O 0.906 -2.619 0.667  -0.6287
H -2.222 -0.240 -1.851  0.2999

Summary:
- spin multiplicity = 1
- calculated total energy (eV) = -30474.527
- maximum force (Eh/bohr) = 0.030
- Kohn-Sham gap (alpha / beta) (eV) = 7.202 / 6.897
- energy above the lowest of the compared OMol25 structures with the same formula, charge and spin (kcal/mol) = 139.34
- E_HOMO (alpha / beta) (eV) = -9.113 / -8.652

=====

Here is a cluster of 2 separate species, C3H7NO2S2 in total from OMol25. Energies are from ωB97M-V/def2-TZVPD.

Last column: Mulliken charge in e.
Geometry (Å):
H -0.077 -1.721 1.320  0.3041
H -0.434 1.167 -1.326  0.3741
H 2.369 -1.802 -0.419  0.3241
N -3.054 0.817 1.063  -0.5178
O 0.029 -1.540 0.420  -0.4979
H 3.080 -0.206 -0.581  0.3559
S -3.113 -0.328 -1.437  -0.2890
H 1.954 -0.728 -1.759  0.3083
O 1.464 0.239 1.599  -0.6086
S 0.867 -0.009 0.363  1.1468
H 0.091 2.003 0.206  0.4330
C -0.154 1.113 -0.228  -1.2091
H -2.364 1.424 1.470  0.3274
C 2.147 -0.764 -0.633  -0.9726
C -2.806 0.335 -0.059  0.5213

Summary:
- spin multiplicity = 1
- calculated total energy (eV) = -30475.989
- SMILES = C=[S@@](C)(=O)O.N=C=S
- maximum force (Eh/bohr) = 0.100
- Kohn-Sham gap (eV) = 9.503
- energy above the lowest of the compared OMol25 structures with the same formula, charge and spin (kcal/mol) = 105.62
- E_HOMO (eV) = -9.044

=====

Here is a cluster of 2 separate species, C3H7NO2S2 in total from OMol25. Energies are from ωB97M-V/def2-TZVPD.

Last column: Mulliken charge in e.
Geometry (Å):
H -1.062 -0.109 -2.035  0.4741
O 0.013 1.072 -1.083  -0.7380
H 0.777 2.611 0.706  0.3008
O -1.189 -0.269 0.702  -0.5636
H 2.300 -0.411 -0.262  0.3297
C -2.314 -1.536 -1.601  0.4329
C 1.415 -0.834 0.140  -0.9557
S -3.141 -2.577 -0.772  -0.3427
S 0.006 0.420 0.220  1.1121
H 1.621 1.355 1.808  0.2524
N -1.513 -0.936 -2.270  -0.5021
C 0.624 1.759 1.434  -0.9057
H 0.087 2.086 2.251  0.3700
H 0.925 -1.508 -0.471  0.3695
H 1.453 -1.120 1.232  0.3663

Summary:
- spin multiplicity = 1
- calculated total energy (eV) = -30478.298
- SMILES = CS(C)(=O)=O.N=C=S
- maximum force (Eh/bohr) = 0.087
- Kohn-Sham gap (eV) = 9.351
- energy above the lowest of the compared OMol25 structures with the same formula, charge and spin (kcal/mol) = 52.38
- E_HOMO (eV) = -9.000

=====

Q: Which formula does entry 1 have?
A: C3H7NO2S2